Record 1
{
  "formula": "C4H31NO11",
  "method": "wB97M-V/def2-TZVPD",
  "symbols": ["C", "C", "C", "N", "C", "H", "H", "H", "H", "H", "H", "H", "H", "H", "H", "H", "O", "H", "H", "O", "H", "H", "O", "H", "H", "O", "H", "H", "O", "H", "H", "O", "H", "H", "O", "H", "H", "O", "H", "H", "O", "H", "H", "O", "H", "H", "O"],
  "positions_angstrom": [[-0.196, 1.242, 3.268], [-0.347, 0.244, 2.145], [0.744, -0.113, 1.444], [2.159, 0.203, 1.402], [-1.698, -0.400, 2.009], [0.479, 0.800, 4.122], [0.405, 2.218, 3.051], [-1.141, 1.591, 3.620], [0.497, -0.574, 0.417], [2.542, -0.520, 0.832], [2.719, 0.210, 2.280], [-2.547, 0.100, 1.599], [-1.878, -1.246, 1.243], [-1.986, -0.866, 3.039], [1.764, 1.991, 0.302], [0.373, 2.781, 0.165], [1.244, 2.572, -0.267], [0.241, -3.853, -1.775], [0.282, -2.714, -2.783], [0.755, -3.396, -2.495], [-1.864, -3.786, -0.243], [-0.594, -2.822, 0.158], [-1.248, -2.978, -0.541], [-3.586, 1.645, -1.273], [-2.306, 0.822, -0.488], [-2.835, 1.649, -0.461], [0.103, 0.506, -3.482], [1.354, 0.063, -2.713], [0.548, -0.240, -3.218], [0.863, -3.761, 1.680], [1.317, -2.467, 0.858], [0.669, -2.901, 1.308], [2.558, -0.873, -1.443], [1.622, -2.338, -1.488], [2.138, -1.635, -0.993], [-1.215, 3.175, 1.775], [-1.961, 2.892, 0.686], [-1.185, 3.423, 0.933], [3.171, 1.594, -2.362], [2.043, 1.480, -1.195], [2.589, 0.936, -1.927], [-0.906, -0.216, -1.716], [-1.916, -1.273, -1.268], [-1.787, -0.368, -1.407], [-1.349, 2.189, -1.267], [0.077, 2.446, -1.609], [-0.708, 2.568, -1.920]],
  "atomic_forces_ev_per_a": [[3.024, 0.480, 1.197], [1.359, 0.891, 0.101], [-0.938, -0.420, -2.987], [-0.849, 0.628, 1.620], [-0.786, -3.060, 0.160], [-1.638, 0.649, -1.082], [-0.869, -1.636, -0.316], [-0.711, -0.065, 0.689], [0.441, 0.101, 1.953], [0.500, -0.431, -0.667], [-1.158, 0.136, -0.670], [-0.509, 1.835, 0.533], [1.614, 0.625, 1.298], [0.341, 0.860, -1.726], [-0.228, -0.090, 1.129], [0.618, -0.196, 0.038], [0.208, 0.394, 0.286], [0.132, 0.842, -0.953], [-3.576, 4.527, -1.882], [3.243, -5.308, 2.688], [1.897, 2.206, -0.522], [0.074, -0.472, 0.677], [-2.406, -1.992, -0.298], [3.527, -0.420, 3.424], [-0.679, -0.604, -0.796], [-3.506, 1.375, -2.145], [-1.601, 2.975, -0.953], [-1.048, -0.043, -0.860], [2.180, -2.922, 1.523], [0.636, -0.311, -0.232], [3.541, 1.217, -1.921], [-3.808, -1.164, 2.269], [-0.636, -1.082, -0.283], [0.895, 1.027, -0.496], [0.182, -0.074, 1.031], [0.768, -1.113, 6.170], [-0.244, 0.093, -1.401], [-0.424, 0.997, -4.765], [-0.610, -0.607, 0.412], [1.250, -1.222, -2.433], [-0.383, 1.941, 1.616], [1.129, -0.253, -0.651], [0.139, -2.760, 0.545], [-0.724, 2.225, -0.137], [0.447, 0.616, -0.890], [7.398, -1.076, 2.780], [-8.212, 0.682, -3.072]],
  "mulliken_charge": [-1.52, 1.15, -0.70, -0.49, -1.75, 0.31, 0.28, 0.47, 0.36, 0.21, 0.24, 0.58, -0.02, 0.22, 0.24, 0.44, -0.90, 0.23, 0.26, -0.81, -0.09, -0.25, 0.44, 0.30, 0.44, -0.71, 0.27, 0.38, -0.68, -0.41, 0.15, 0.77, 0.34, 0.23, -0.70, 0.25, 0.33, -0.68, 0.27, 0.54, -0.63, 0.25, 0.12, -0.77, 0.32, 0.42, -0.68],
  "largest_force_ev_per_a": 8.795,
  "total_energy_ha": -1053.27824,
  "multiplicity": 2,
  "charge": -1,
  "gap_ev": [2.31, 8.10],
  "e_lumo_ha": [0.0964, 0.0918],
  "mol_weight_g_mol": 269.288
}

=====

Record 2
{
  "formula": "C36H46BCl67N3O3",
  "method": "wB97M-V/def2-TZVPD",
  "symbols": ["C", "C", "O", "B", "O", "N", "C", "C", "C", "C", "O", "C", "C", "N", "Cl", "N", "C", "C", "C", "C", "C", "C", "H", "H", "H", "H", "H", "H", "H", "H", "H", "H", "H", "H", "H", "H", "H", "H", "H", "H", "H", "H", "H", "H", "H", "H", "C", "Cl", "Cl", "Cl", "H", "C", "Cl", "Cl", "Cl", "H", "C", "Cl", "Cl", "Cl", "H", "C", "Cl", "Cl", "Cl", "H", "C", "Cl", "Cl", "Cl", "H", "C", "Cl", "Cl", "Cl", "H", "C", "Cl", "Cl", "Cl", "H", "C", "Cl", "Cl", "Cl", "H", "C", "Cl", "Cl", "Cl", "H", "C", "Cl", "Cl", "Cl", "H", "C", "Cl", "Cl", "Cl", "H", "C", "Cl", "Cl", "Cl", "H", "C", "Cl", "Cl", "Cl", "H", "C", "Cl", "Cl", "Cl", "H", "C", "Cl", "Cl", "Cl", "H", "C", "Cl", "Cl", "Cl", "H", "C", "Cl", "Cl", "Cl", "H", "C", "Cl", "Cl", "Cl", "H", "C", "Cl", "Cl", "Cl", "H", "C", "Cl", "Cl", "Cl", "H", "C", "Cl", "Cl", "Cl", "H", "C", "Cl", "Cl", "Cl", "H"],
  "positions_angstrom": [[1.678, -3.435, 3.194], [0.325, -3.739, 2.442], [0.246, -3.188, 1.106], [-0.045, -1.828, 1.074], [0.627, -1.041, 0.149], [-1.061, -1.167, 2.010], [-0.628, -0.586, 3.307], [0.821, 0.050, 3.305], [0.992, 1.309, 2.339], [2.501, 1.295, 1.803], [3.358, 2.215, 2.511], [4.054, 1.544, 3.571], [-2.285, -1.178, 1.568], [-2.494, -1.767, 0.261], [-4.150, -2.145, -0.015], [-3.314, -0.629, 2.384], [-3.716, 0.712, 1.984], [-3.461, 1.326, 0.701], [-3.909, 2.721, 0.446], [-4.583, 3.497, 1.470], [-4.858, 2.886, 2.780], [-4.421, 1.520, 3.009], [2.534, -3.199, 2.515], [1.967, -4.385, 3.730], [1.552, -2.676, 4.018], [0.268, -4.858, 2.339], [-0.550, -3.467, 3.096], [1.501, -1.459, -0.014], [-0.620, -1.438, 4.050], [-1.319, 0.180, 3.731], [0.947, 0.484, 4.342], [1.641, -0.697, 3.184], [0.352, 1.221, 1.418], [0.836, 2.275, 2.875], [2.552, 1.534, 0.702], [2.971, 0.281, 1.922], [4.818, 0.808, 3.176], [4.603, 2.281, 4.213], [3.283, 0.977, 4.163], [-2.255, -1.081, -0.472], [-4.105, -1.260, 2.526], [-2.927, 0.752, -0.082], [-3.726, 3.211, -0.530], [-4.901, 4.557, 1.316], [-5.359, 3.420, 3.612], [-4.620, 1.040, 4.017], [-0.138, 4.046, 0.658], [-1.490, 2.907, 0.680], [0.925, 3.706, -0.711], [-0.730, 5.709, 0.594], [0.431, 3.923, 1.570], [5.126, -0.957, -0.397], [6.459, -2.096, -0.253], [3.615, -1.660, 0.221], [5.494, 0.540, 0.461], [4.987, -0.725, -1.450], [5.254, -4.943, 4.582], [4.691, -5.642, 6.103], [4.583, -5.826, 3.205], [4.828, -3.229, 4.490], [6.336, -5.028, 4.547], [7.696, -2.599, -3.913], [7.903, -4.316, -3.552], [6.026, -2.098, -3.612], [8.825, -1.621, -2.966], [7.905, -2.445, -4.968], [-6.218, -0.215, 6.457], [-7.544, -1.380, 6.458], [-5.131, -0.516, 5.088], [-6.849, 1.434, 6.410], [-5.650, -0.340, 7.374], [3.374, -5.394, -2.271], [3.343, -4.852, -3.954], [4.016, -7.037, -2.160], [4.325, -4.282, -1.277], [2.355, -5.401, -1.896], [3.879, 1.560, 7.414], [5.340, 2.181, 8.184], [3.178, 2.781, 6.337], [4.229, 0.062, 6.539], [3.154, 1.336, 8.189], [-8.611, 4.148, 4.264], [-8.012, 4.320, 5.923], [-7.569, 5.019, 3.133], [-8.724, 2.443, 3.821], [-9.604, 4.582, 4.214], [7.587, 3.688, -0.919], [9.038, 4.382, -0.187], [6.725, 4.905, -1.867], [8.003, 2.290, -1.920], [6.931, 3.351, -0.122], [-12.420, 1.461, 2.131], [-11.060, 0.366, 2.415], [-13.923, 0.748, 2.723], [-12.131, 3.028, 2.900], [-12.514, 1.618, 1.062], [0.910, 1.844, -4.012], [1.097, 0.980, -5.540], [0.185, 0.791, -2.788], [2.467, 2.468, -3.451], [0.244, 2.687, -4.177], [-2.480, -6.264, 3.937], [-1.022, -5.617, 4.699], [-3.251, -5.031, 2.924], [-2.099, -7.699, 2.984], [-3.177, -6.547, 4.719], [5.338, 8.838, -2.388], [6.006, 8.862, -0.753], [6.340, 9.791, -3.486], [5.184, 7.175, -2.971], [4.347, 9.281, -2.359], [-2.386, -0.355, -5.521], [-3.010, -1.022, -4.005], [-2.948, -1.310, -6.896], [-2.859, 1.339, -5.704], [-1.301, -0.404, -5.493], [3.764, 5.753, 2.790], [2.322, 4.729, 2.760], [4.792, 5.418, 1.392], [3.315, 7.461, 2.836], [4.325, 5.524, 3.691], [-6.084, 1.187, -2.345], [-5.532, 1.338, -0.673], [-4.965, 2.035, -3.439], [-6.239, -0.515, -2.800], [-7.062, 1.652, -2.430], [2.347, -8.236, -5.559], [3.000, -9.641, -4.708], [3.040, -8.108, -7.178], [0.583, -8.324, -5.642], [2.618, -7.344, -5.002], [7.136, -2.160, -8.254], [6.705, -0.636, -7.470], [7.476, -3.407, -7.047], [5.845, -2.694, -9.330], [8.034, -1.999, -8.843], [-1.777, 5.773, -3.598], [-1.554, 4.911, -5.127], [-2.529, 4.713, -2.397], [-0.234, 6.397, -3.007], [-2.439, 6.614, -3.773], [-10.494, -4.192, 5.012], [-10.214, -3.620, 6.662], [-10.398, -2.853, 3.860], [-9.339, -5.461, 4.590], [-11.494, -4.610, 4.962], [1.798, -4.686, -9.098], [2.571, -4.571, -7.511], [2.737, -3.800, -10.304], [1.602, -6.375, -9.574], [0.814, -4.234, -9.032], [0.904, 2.684, -9.140], [2.234, 1.553, -8.856], [-0.615, 2.034, -8.509], [1.257, 4.254, -8.409], [0.797, 2.822, -10.211]],
  "atomic_forces_ev_per_a": [[-0.409, -0.651, 0.557], [0.407, -1.577, 0.922], [-0.308, 2.022, 1.426], [1.776, -0.938, -1.697], [-0.783, -0.681, 1.535], [-0.594, 0.068, -1.002], [1.061, 0.185, 1.726], [-0.809, 1.211, 0.285], [1.495, -1.306, -0.688], [0.197, 0.070, -0.049], [0.301, -1.142, -0.135], [-0.050, -0.566, -0.094], [-0.464, 0.354, 0.568], [-0.043, 1.059, 1.135], [0.067, -0.158, -0.063], [0.640, -0.176, -1.109], [-1.185, 3.464, -0.115], [-0.587, 0.322, 2.300], [-0.733, 0.203, 2.805], [0.417, -1.865, 0.712], [1.548, -1.894, -1.807], [0.304, 0.651, -0.766], [-0.836, -0.014, 0.486], [-0.220, 0.960, -0.541], [0.265, -0.518, -1.050], [-0.077, 1.209, -0.231], [0.707, -0.008, -0.905], [-0.704, 0.345, -0.509], [-0.103, 0.750, -0.821], [0.150, -0.697, -0.941], [-0.171, -0.813, -0.840], [-0.796, 0.503, -0.202], [0.446, 0.142, 1.152], [-0.145, -0.857, -0.388], [-0.156, 0.044, 1.134], [-0.741, 0.754, -0.211], [-0.795, 0.639, 0.276], [-0.735, -0.606, -0.760], [1.027, 0.551, -0.218], [0.282, -0.464, 0.292], [0.199, 0.155, -0.277], [-0.580, 0.776, 0.462], [-0.150, -0.701, 0.847], [0.421, -1.155, -0.165], [0.431, -0.363, -0.860], [0.577, 1.458, -2.113], [0.246, 0.067, -0.307], [1.918, 0.999, 0.217], [0.075, 0.036, 0.156], [0.043, -0.124, 0.154], [-0.095, 0.043, -0.151], [0.431, 0.240, -0.116], [-0.163, 0.118, 0.247], [0.302, -0.033, 0.299], [-0.052, -0.038, -0.125], [-0.044, -0.054, 0.103], [-0.074, -0.109, 0.051], [0.054, 0.059, -0.100], [0.088, 0.050, 0.028], [0.118, 0.036, 0.004], [-0.120, 0.031, -0.007], [0.167, 0.081, 0.228], [-0.061, 0.097, -0.070], [-0.041, 0.035, -0.309], [-0.045, -0.014, -0.089], [-0.041, 0.052, 0.333], [-0.406, -0.063, 0.251], [0.149, 0.052, -0.010], [-0.314, -1.131, 1.046], [0.338, -0.328, 0.063], [-0.001, -0.008, -0.142], [0.126, -0.070, 0.053], [-0.038, 0.018, 0.064], [-0.099, 0.095, -0.025], [-0.135, -0.546, -0.293], [0.105, 0.004, -0.060], [0.120, 0.132, 0.053], [-0.138, -0.053, -0.054], [-0.191, 0.032, 0.439], [-0.029, -0.043, 0.148], [0.066, 0.023, -0.106], [0.051, -0.175, 0.019], [-0.121, 0.207, -0.132], [-0.167, 0.100, 0.035], [-0.012, 0.245, -0.094], [0.109, -0.044, 0.021], [0.046, -0.017, -0.093], [-0.116, -0.047, 0.001], [0.242, -0.329, 0.349], [-0.053, -0.012, 0.055], [0.071, 0.021, -0.076], [-0.056, -0.052, 0.118], [-0.089, 0.006, -0.110], [0.109, 0.058, -0.079], [-0.081, -0.031, -0.099], [0.030, -0.003, 0.123], [0.035, 0.039, -0.001], [0.021, 0.081, 0.124], [-0.014, -0.002, -0.022], [-0.093, -0.046, -0.071], [0.046, -0.082, 0.035], [0.085, -0.157, -0.087], [-0.138, -0.158, 0.264], [-0.028, 0.026, 0.013], [-0.048, 0.147, 0.091], [0.065, 0.075, -0.084], [0.141, 0.057, 0.034], [-0.087, -0.020, -0.068], [-0.103, -0.049, 0.056], [-0.334, 0.369, -0.203], [0.105, -0.068, -0.006], [0.030, 0.020, -0.104], [0.072, -0.033, -0.011], [0.064, 0.061, 0.102], [0.323, -0.133, -0.164], [-0.118, 0.039, 0.020], [0.010, 0.092, -0.139], [0.023, 0.739, 0.305], [-0.051, 0.016, 0.057], [0.062, -0.103, 0.022], [-0.085, 0.003, -0.089], [-0.394, -0.023, -0.190], [-1.977, -0.882, -1.954], [-0.398, -0.154, 0.505], [-0.097, 0.085, -0.006], [0.113, -0.059, -0.087], [0.080, -0.082, -0.079], [-0.034, 0.078, -0.005], [0.056, -0.129, 0.299], [0.059, 0.065, 0.029], [-0.024, -0.105, -0.064], [-0.151, 0.051, -0.105], [0.072, -0.067, 0.005], [0.010, -0.159, -0.326], [0.123, 0.044, 0.086], [-0.082, -0.031, 0.092], [0.155, 0.042, 0.000], [-0.016, 0.012, 0.047], [0.026, 0.045, -0.121], [-0.147, -0.040, -0.086], [0.047, -0.119, 0.008], [0.088, 0.041, -0.018], [-0.066, -0.043, -0.087], [-0.052, -0.090, 0.093], [-0.082, 0.042, 0.017], [0.114, 0.046, 0.011], [0.062, -0.125, -0.037], [-0.059, 0.098, -0.026], [-0.145, -0.021, 0.003], [-0.118, 0.268, -0.130], [0.117, -0.041, -0.002], [0.040, -0.007, 0.088], [-0.069, 0.041, -0.098], [0.019, 0.039, -0.092], [-0.033, -0.076, -0.043], [0.014, -0.016, 0.122]],
  "mulliken_charge": [-0.54, 0.12, -0.43, 0.26, -0.03, 1.28, -1.08, -1.09, 1.12, -0.50, -0.03, -0.16, -1.42, -0.03, -0.03, 0.40, 1.71, -1.76, 0.64, -0.66, -0.79, -0.36, -0.02, 0.37, 0.24, 0.53, -0.22, -0.20, 0.36, 0.34, 0.55, 0.30, -0.72, 0.39, 0.24, 0.10, 0.14, 0.40, -0.32, 0.30, 0.55, 0.03, 0.19, 0.42, 0.64, -0.14, 1.05, -0.06, 0.12, -0.10, -0.89, -0.12, -0.09, -0.04, -0.02, 0.16, -0.11, -0.12, -0.08, -0.05, 0.36, 0.21, -0.10, 0.00, -0.11, -0.02, -0.27, -0.05, -0.09, -0.03, 0.37, -0.11, -0.04, -0.11, -0.04, 0.24, -0.12, -0.11, -0.06, -0.04, 0.36, -0.03, -0.13, -0.10, 0.00, 0.31, 0.39, -0.13, -0.03, -0.08, -0.16, 0.02, -0.09, -0.12, -0.13, 0.31, 0.20, -0.03, 0.19, -0.06, -0.25, -0.10, -0.07, -0.09, -0.10, 0.39, 0.04, -0.11, -0.12, -0.10, 0.29, 0.28, -0.07, -0.13, -0.08, -0.03, -0.15, -0.06, -0.03, -0.12, 0.32, -0.26, 0.03, -0.05, -0.12, 0.42, 0.84, -0.14, -0.11, -0.14, -0.45, -0.04, -0.11, -0.11, -0.06, 0.36, -0.29, -0.09, -0.04, -0.07, 0.41, -0.04, -0.11, -0.06, -0.12, 0.34, -0.03, -0.02, -0.12, -0.11, 0.28, -0.09, -0.09, -0.06, -0.11, 0.36],
  "largest_force_ev_per_a": 3.663,
  "total_energy_ha": -32646.63143,
  "multiplicity": 1,
  "charge": 1,
  "gap_ev": 7.23,
  "e_lumo_ha": -0.1182,
  "de_lowest_kcal_mol": 54.95,
  "mol_weight_g_mol": 2954.945
}

=====

Record 3
{
  "formula": "C2H9N4",
  "method": "wB97M-V/def2-TZVPD",
  "symbols": ["N", "N", "C", "C", "N", "N", "H", "H", "H", "H", "H", "H", "H", "H", "H"],
  "positions_angstrom": [[-0.704, -1.021, 1.779], [-1.535, -0.448, 0.781], [-0.762, 0.658, 0.117], [0.559, 0.350, -0.918], [1.138, -0.778, -0.562], [1.108, 1.220, -1.699], [-0.936, -1.958, 1.864], [-0.820, -0.352, 2.503], [-1.944, -0.976, 0.031], [-0.071, 0.924, 1.104], [-1.402, 1.482, -0.105], [2.114, -1.102, -0.863], [0.670, -1.196, 0.182], [0.734, 2.178, -1.878], [1.851, 1.019, -2.336]],
  "atomic_forces_ev_per_a": [[0.993, 0.928, -2.221], [0.819, 3.062, -2.780], [3.433, -0.823, 3.309], [-1.943, -0.592, 3.061], [2.235, 0.500, -2.588], [-0.701, 2.602, -1.368], [-0.684, -1.797, 1.329], [-0.204, -0.663, 1.599], [-0.128, -1.326, 0.446], [-1.589, 0.313, -2.783], [-0.155, 0.490, -0.832], [-2.187, 0.717, 0.604], [-0.516, -1.462, 1.734], [-0.055, -1.461, 0.488], [0.682, -0.489, 0.002]],
  "mulliken_charge": [-0.45, -0.30, -0.58, 0.50, -0.30, -0.34, 0.20, 0.24, 0.26, 0.32, 0.43, 0.29, 0.25, 0.26, 0.24],
  "largest_force_ev_per_a": 4.839,
  "total_energy_ha": -300.30779,
  "multiplicity": 1,
  "smiles": "NNCC(N)=[NH2+]",
  "charge": 1,
  "gap_ev": 9.28,
  "e_lumo_ha": -0.1238,
  "de_lowest_kcal_mol": 70.00,
  "mol_weight_g_mol": 89.122
}